Density functional theory data (ωB97M-V/def2-TZVPD) for a 16-piece molecular cluster, C75H190N14O16 overall.

Last column: Löwdin charge in e.
Geometry (Å):
C: 0.53683 4.84806 -6.52907  -0.056
C: 0.69869 6.28427 -5.97255  -0.412
C: 0.79733 6.24034 -4.43367  -0.168
O: 0.47842 7.57989 -4.06214  -0.173
C: 0.10039 7.70822 -2.75325  -0.142
N: 1.85975 6.81591 -6.68689  0.038
H: 0.34487 4.86863 -7.60184  0.080
H: -0.34716 4.30242 -6.19902  0.061
H: 1.45773 4.28498 -6.37746  0.062
H: -0.15490 6.86752 -6.31796  0.133
H: 1.82023 5.98191 -4.15983  0.119
H: 0.12552 5.49796 -4.00280  0.111
H: -0.86401 7.23503 -2.56853  0.074
H: 0.16337 8.70090 -2.30747  0.094
H: 0.79399 7.17641 -2.10195  0.076
H: 1.87557 7.79093 -6.42387  0.066
H: 1.64106 6.80562 -7.67287  0.069
C: 4.49477 1.20676 -5.89887  -0.050
C: 3.10638 1.73195 -6.35545  -0.383
C: 3.33595 2.43455 -7.76478  -0.171
O: 4.25818 3.54945 -7.68299  -0.190
C: 4.61400 4.03398 -8.94007  -0.139
N: 2.14358 0.63355 -6.47942  0.037
H: 4.91396 0.62024 -6.71642  0.086
H: 4.27290 0.56630 -5.04525  0.051
H: 5.16695 2.00493 -5.58390  0.064
H: 2.60447 2.46044 -5.71867  0.110
H: 2.36035 2.84970 -8.01765  0.105
H: 3.57574 1.71159 -8.54447  0.120
H: 5.37636 4.80987 -8.87001  0.088
H: 3.82101 4.29528 -9.64078  0.088
H: 5.16601 3.22196 -9.41336  0.079
H: 2.28905 -0.03838 -5.73951  0.005
H: 2.40184 0.08704 -7.28857  0.088
C: -2.63127 -1.31841 7.38337  -0.042
C: -3.02221 -2.04767 6.08436  -0.417
C: -2.28612 -3.40179 5.74862  -0.170
O: -0.91535 -3.17984 5.54619  -0.202
C: -0.53830 -2.39690 4.38885  -0.069
N: -4.42300 -2.29457 6.15956  0.020
H: -2.90261 -1.99970 8.18979  0.080
H: -3.18881 -0.40664 7.59768  0.054
H: -1.58829 -1.03456 7.52378  0.070
H: -2.90677 -1.40237 5.21352  0.107
H: -2.69569 -3.78097 4.81236  0.100
H: -2.36353 -4.17698 6.51098  0.129
H: -1.02286 -1.42140 4.43032  0.076
H: -0.83105 -2.94174 3.49133  0.073
H: 0.55128 -2.41719 4.41134  0.079
H: -4.82073 -1.39472 6.38799  0.030
H: -4.65669 -2.79941 7.00254  0.092
C: 2.11438 -3.67024 -4.01355  -0.085
C: 1.79906 -2.74110 -5.08369  -0.401
C: 0.28538 -2.46466 -5.26443  -0.166
O: -0.33456 -3.56890 -5.91347  -0.179
C: -1.58204 -4.03202 -5.33703  -0.076
N: 2.56285 -1.53392 -4.78915  0.018
H: 1.94602 -3.41427 -2.96749  0.068
H: 3.17257 -3.93164 -4.01562  0.073
H: 1.57191 -4.59512 -4.20960  0.080
H: 2.26257 -3.02428 -6.02871  0.147
H: 0.16028 -1.58581 -5.89694  0.115
H: -0.19854 -2.21354 -4.32058  0.104
H: -1.49734 -4.18905 -4.26173  0.069
H: -1.87722 -4.95042 -5.84447  0.086
H: -2.41872 -3.34656 -5.47202  0.076
H: 3.50121 -1.82517 -4.55518  0.072
H: 2.15219 -1.11282 -3.96809  0.018
C: 5.76176 -2.60736 -2.43110  -0.032
C: 5.22946 -2.65056 -0.93185  -0.356
C: 5.96334 -1.67918 0.02116  -0.186
O: 7.31244 -2.11607 0.14562  -0.195
C: 8.26842 -1.23270 0.78237  -0.073
N: 3.79421 -2.32587 -1.05930  0.045
H: 5.92852 -1.55600 -2.66550  0.067
H: 5.18024 -3.03433 -3.24819  0.049
H: 6.67791 -3.19184 -2.51561  0.074
H: 5.30724 -3.70384 -0.66232  0.122
H: 5.49109 -1.59858 1.00023  0.103
H: 5.94452 -0.66440 -0.37629  0.109
H: 8.17339 -0.23942 0.34365  0.086
H: 9.28952 -1.61381 0.79722  0.083
H: 8.08773 -1.19256 1.85654  0.073
H: 3.29790 -2.59816 -0.22285  0.061
H: 3.41454 -2.96572 -1.74233  0.036
C: 4.70386 1.70876 -2.02869  -0.045
C: 4.17478 2.91185 -2.80096  -0.454
C: 3.18216 3.77965 -2.03096  -0.144
O: 1.97698 2.99474 -1.75049  -0.224
C: 0.87965 3.78361 -1.30122  -0.089
N: 5.28867 3.74449 -3.01142  0.035
H: 5.55810 1.18981 -2.46349  0.074
H: 3.94982 0.94382 -1.84325  0.051
H: 5.04936 2.04208 -1.05011  0.075
H: 3.78098 2.66829 -3.78772  0.109
H: 2.86003 4.72304 -2.47180  0.105
H: 3.57580 4.11972 -1.07310  0.117
H: 0.09211 3.03072 -1.33324  0.069
H: 0.62809 4.63087 -1.93917  0.065
H: 1.13787 4.01358 -0.26752  0.084
H: 5.92517 3.15216 -3.52534  0.068
H: 5.11528 4.45532 -3.70767  0.086
C: -6.93651 -2.25324 1.59924  -0.038
C: -5.82899 -2.44857 2.70735  -0.339
C: -4.53965 -1.66163 2.39329  -0.223
O: -3.86081 -2.23857 1.35039  -0.250
C: -3.27393 -3.60749 1.52673  -0.014
N: -6.31539 -1.98197 4.03892  0.042
H: -7.74650 -2.98169 1.63652  0.065
H: -6.51046 -2.40436 0.60740  0.057
H: -7.47146 -1.30405 1.56840  0.062
H: -5.59237 -3.50785 2.80753  0.127
H: -3.82029 -1.84368 3.19171  0.099
H: -4.46184 -0.57499 2.35763  0.124
H: -2.94544 -3.77197 2.55296  0.066
H: -2.47507 -3.78329 0.80629  0.066
H: -4.04195 -4.35499 1.32798  0.083
H: -6.18184 -0.98263 4.09877  -0.001
H: -5.67817 -2.35132 4.73002  0.010
C: -0.34722 0.58739 -2.62126  -0.033
C: 0.56863 -0.16023 -1.57739  -0.359
C: 0.00276 -1.46395 -0.90922  -0.147
O: -1.07284 -1.18682 -0.04198  -0.212
C: -0.67366 -0.66327 1.20061  -0.094
N: 1.75403 -0.43323 -2.37198  0.037
H: -0.90321 -0.14241 -3.20979  0.053
H: 0.19791 1.26261 -3.28080  0.076
H: -1.14381 1.07099 -2.05585  0.061
H: 0.80183 0.58075 -0.81275  0.106
H: 0.75894 -2.07768 -0.41970  0.117
H: -0.41213 -1.99332 -1.76696  0.110
H: -0.08536 0.24427 1.06509  0.070
H: -0.05844 -1.39106 1.72968  0.075
H: -1.52784 -0.44228 1.84064  0.091
H: 2.40948 -0.86622 -1.73716  0.033
H: 2.19547 0.44462 -2.60568  0.060
C: 1.59005 1.66483 8.76852  -0.074
C: 1.37762 3.11744 8.50579  -0.454
C: 0.20097 3.45718 7.57657  -0.162
O: 0.32791 2.71983 6.34858  -0.218
C: -0.93079 2.36677 5.76042  -0.077
N: 1.25047 3.73372 9.81418  0.028
H: 1.98894 1.24790 7.84378  0.074
H: 0.70468 1.06049 8.96598  0.082
H: 2.29273 1.52886 9.59063  0.081
H: 2.26657 3.52995 8.02860  0.121
H: 0.22855 4.52490 7.35906  0.128
H: -0.71968 3.24513 8.12021  0.122
H: -1.50976 1.71096 6.41066  0.076
H: -0.77852 1.75239 4.87304  0.078
H: -1.46523 3.25602 5.42619  0.096
H: 0.54942 3.19242 10.29958  0.068
H: 2.11873 3.60890 10.31483  0.070
C: -6.12828 1.52420 8.18091  -0.051
C: -6.37295 1.02964 6.73702  -0.429
C: -5.20523 1.36371 5.72582  -0.173
O: -5.43923 0.86104 4.44214  -0.217
C: -6.68867 1.14246 3.78502  -0.089
N: -6.65880 -0.36607 6.79130  0.047
H: -5.48328 0.83688 8.72833  0.075
H: -7.05235 1.60434 8.75344  0.071
H: -5.81640 2.56132 8.30417  0.074
H: -7.26147 1.45873 6.27387  0.119
H: -4.26331 1.03975 6.16846  0.103
H: -5.09571 2.44424 5.63328  0.123
H: -6.71036 0.72717 2.77746  0.087
H: -6.82380 2.22397 3.77235  0.094
H: -7.59591 0.73043 4.22689  0.085
H: -7.40752 -0.47659 7.46011  0.092
H: -7.04936 -0.56773 5.88196  0.049
C: -4.32443 -0.16057 -3.24283  -0.052
C: -4.34630 -1.09235 -2.09172  -0.419
C: -3.67836 -2.44126 -2.31918  -0.177
O: -4.13549 -3.24108 -3.40610  -0.185
C: -5.34456 -3.92921 -3.17100  -0.111
N: -3.73548 -0.53909 -0.89540  0.081
H: -5.17978 0.51346 -3.19637  0.073
H: -4.41278 -0.68512 -4.19423  0.090
H: -3.45100 0.48506 -3.33437  0.058
H: -5.40107 -1.27097 -1.88277  0.135
H: -3.58400 -3.02876 -1.40592  0.120
H: -2.67105 -2.13571 -2.60213  0.111
H: -5.34522 -4.83393 -2.56307  0.081
H: -5.66673 -4.30899 -4.14057  0.086
H: -6.15799 -3.30186 -2.80648  0.082
H: -2.73016 -0.48785 -0.81292  0.056
H: -3.96854 -1.16861 -0.14076  0.043
C: 3.92774 -7.55123 -0.38285  -0.024
C: 2.51186 -7.69685 -1.01611  -0.503
C: 2.06521 -9.11297 -0.62939  -0.154
C: 0.59065 -9.39266 -0.95089  -0.168
C: -0.28609 -8.34157 -0.24514  -0.127
C: 0.12761 -6.85758 -0.58214  -0.431
N: 1.63250 -6.70393 -0.39060  -0.137
O: 2.08331 -5.41433 -0.38422  -0.032
C: -0.29399 -6.48584 -1.98874  -0.037
C: -0.58074 -6.02810 0.54541  -0.031
C: 2.50804 -7.60697 -2.55659  -0.021
H: 3.92480 -7.55876 0.70712  0.077
H: 4.33732 -6.60048 -0.72404  0.070
H: 4.53983 -8.41157 -0.65350  0.082
H: 2.72150 -9.79516 -1.16977  0.116
H: 2.27977 -9.18807 0.43664  0.117
H: 0.38494 -10.38308 -0.54488  0.105
H: 0.42121 -9.43979 -2.02661  0.105
H: -0.35096 -8.55642 0.82151  0.112
H: -1.29389 -8.44266 -0.64791  0.114
H: -0.40805 -7.17076 -2.82896  0.086
H: -1.12286 -5.77799 -1.98515  0.075
H: 0.48750 -5.79711 -2.30972  0.062
H: -1.65787 -6.19109 0.50907  0.086
H: -0.19529 -6.35714 1.51043  0.070
H: -0.25904 -4.98893 0.47653  0.068
H: 3.14199 -8.36700 -3.01329  0.090
H: 2.76086 -6.57718 -2.80898  0.073
H: 1.54151 -7.67566 -3.05578  0.055
H: 2.03400 -5.28779 0.56613  0.035
C: -5.89732 4.63115 -2.14561  -0.036
C: -4.49943 4.00407 -2.16813  -0.449
C: -3.41058 5.09597 -2.14578  -0.155
C: -3.20862 5.82891 -0.79200  -0.170
C: -2.71552 4.81495 0.26925  -0.106
C: -3.72600 3.55001 0.36976  -0.422
N: -4.14236 3.09894 -0.98754  -0.115
O: -5.05278 2.06511 -0.90012  -0.035
C: -2.87830 2.38983 1.00603  -0.029
C: -4.96762 3.92853 1.20974  -0.024
C: -4.27610 3.30517 -3.56223  -0.040
H: -6.19812 5.23187 -1.28727  0.066
H: -6.57745 3.78654 -2.25581  0.080
H: -6.04156 5.28439 -3.00617  0.083
H: -2.41372 4.77337 -2.44625  0.107
H: -3.71264 5.88576 -2.83359  0.112
H: -4.12450 6.28107 -0.41146  0.105
H: -2.43431 6.58256 -0.93539  0.089
H: -2.78520 5.35141 1.21554  0.101
H: -1.68741 4.53101 0.04459  0.093
H: -3.37050 1.44610 1.24097  0.057
H: -1.94630 2.13398 0.50203  0.066
H: -2.56247 2.72141 1.99518  0.074
H: -5.79397 4.46212 0.74014  0.069
H: -5.52311 3.08060 1.61044  0.062
H: -4.58714 4.57753 1.99850  0.074
H: -3.50246 2.54274 -3.47112  0.056
H: -4.18218 3.98350 -4.41025  0.089
H: -5.11548 2.64308 -3.77478  0.064
H: -4.41665 1.34824 -0.95525  0.033
C: 4.06327 4.03454 5.69670  -0.030
C: 4.30919 3.44425 4.26503  -0.450
C: 5.60237 2.62740 4.36516  -0.168
C: 5.83418 1.67972 3.20378  -0.182
C: 4.61060 0.76966 2.98456  -0.107
C: 3.24214 1.56237 2.79483  -0.441
N: 3.16097 2.53808 3.92659  -0.122
O: 1.96103 3.14160 3.96280  -0.014
C: 3.12392 2.17988 1.40352  -0.025
C: 2.15522 0.45893 2.95661  -0.039
C: 4.51139 4.61684 3.25459  -0.020
H: 4.11055 3.20159 6.39817  0.069
H: 3.11165 4.55771 5.79060  0.076
H: 4.91555 4.64304 5.99912  0.085
H: 6.50027 3.23806 4.45993  0.120
H: 5.64166 1.99914 5.25501  0.113
H: 6.75105 1.13353 3.42540  0.105
H: 6.07614 2.31945 2.35507  0.106
H: 4.49677 0.09426 3.83248  0.110
H: 4.78329 0.13840 2.11291  0.086
H: 2.19598 2.75022 1.36163  0.080
H: 3.94270 2.82974 1.09468  0.059
H: 2.98904 1.34390 0.71718  0.076
H: 2.10549 -0.18126 2.07583  0.067
H: 2.24145 -0.11626 3.87847  0.081
H: 1.15323 0.88119 3.03291  0.065
H: 5.42734 5.20313 3.32807  0.080
H: 3.73574 5.36145 3.43358  0.080
H: 4.52098 4.29768 2.21240  0.055
H: 1.49101 2.75174 4.70353  0.067
C: 4.15004 -4.76249 2.85877  -0.078
C: 2.85291 -4.06260 3.02974  -0.300
O: 1.90370 -4.74211 2.22197  -0.097
H: 4.41917 -4.89979 1.81148  0.070
H: 4.09507 -5.79100 3.21551  0.081
H: 4.98919 -4.28670 3.36627  0.082
H: 2.83775 -3.02058 2.71027  0.107
H: 2.57062 -4.04366 4.08238  0.115
H: 1.59219 -5.49911 2.72348  0.098
C: -2.87507 1.86074 -6.55212  -0.069
C: -1.44649 1.48731 -6.09184  -0.314
O: -0.47252 1.60006 -7.11861  -0.115
H: -3.59853 1.71664 -5.74967  0.043
H: -3.23550 1.28540 -7.40487  0.070
H: -2.93185 2.88184 -6.92926  0.069
H: -1.40147 0.49717 -5.63830  0.093
H: -1.10202 2.28900 -5.43859  0.086
H: 0.36621 1.36718 -6.71376  0.003

The frontier orbital gap is 7.857 eV. As for the HOMO energy: -7.561 eV. Its maximum force is 4.2 eV Å⁻¹. Its LUMO energy is 0.0109 hartree. For the molecular weight, the calculation gives 1544.4 Da. The relative energy (zero: lowest compared OMol25 entry of this formula, charge and spin) comes out at 0.00 kcal/mol.